[1]
This record from the OMol25 dataset describes C37H46F4N6OSi2Sr as an isolated structure at a distorted geometry. The level of theory is ωB97M-V/def2-TZVPD.

Summary:
- <S²>: 0.773
- Highest occupied orbital energy (spin up / spin down): -2.40 / -3.76 eV
- Orbital gap (spin up / spin down): 4.43 / 5.79 eV
- Max |F|: 2.00 eV/A
- Molar mass: 810.60 g mol⁻¹
- Net charge: -1
- 2S+1: 2
- Energy relative to the best compared isomer or geometry (same formula, charge and spin): 25.4 kcal per mole

Structure (XYZ):
```
97
Properties=species:S:1:pos:R:3:mulliken_spin:R:1
Sr 0.1302 0.1082 -0.8320 -0.008
C -2.5247 -1.9914 -1.9124 -0.002
N -1.4264 -2.0706 -0.9529 -0.009
C -1.9492 -2.3209 0.3873 0.002
C -0.4867 -3.1299 -1.3619 0.001
C 0.8531 -3.0744 -0.6188 0.001
N 1.4837 -1.7738 -0.8396 0.005
C 2.7505 -1.5899 -1.2437 -0.007
C 3.1625 -0.2555 -1.5628 -0.006
F 2.2345 0.7517 -1.3807 -0.006
C 4.3809 0.0815 -2.0818 0.007
F 4.6135 1.3585 -2.3923 0.000
C 5.3700 -0.8634 -2.2860 -0.001
C 5.0315 -2.1551 -1.9421 0.000
F 5.9429 -3.1259 -2.0965 0.000
C 3.7981 -2.5166 -1.4456 0.002
F 3.6033 -3.8209 -1.1465 0.000
H -3.2551 -1.2521 -1.5739 -0.001
H -3.0395 -2.9580 -2.0257 0.000
H -2.1399 -1.6866 -2.8948 0.004
H -1.1510 -2.2480 1.1330 0.000
H -2.4243 -3.3117 0.4590 0.000
H -2.6817 -1.5550 0.6227 0.000
H -0.3000 -3.0040 -2.4286 0.003
H -0.9317 -4.1280 -1.2116 0.001
H 0.6648 -3.2201 0.4497 0.000
H 1.4446 -3.9247 -0.9488 0.000
H 6.3440 -0.6060 -2.6833 0.000
C 1.0732 -1.5196 -5.4535 0.180
C 0.5778 -0.5054 -6.3028 -0.005
C 0.1306 0.6681 -5.7676 0.081
C 0.1542 0.8730 -4.3522 0.091
N 0.5375 -0.1696 -3.5137 0.143
C 1.0055 -1.2925 -4.0908 -0.071
C -0.1836 2.1219 -3.7666 0.143
C -0.3331 3.3160 -4.5470 0.044
C -0.6464 4.5011 -3.9505 0.038
C -0.8317 4.5508 -2.5370 0.195
C -0.6555 3.3758 -1.8404 -0.089
N -0.3442 2.1815 -2.3817 0.166
H 1.4823 -2.4460 -5.8397 0.013
H 0.5453 -0.6576 -7.3775 0.001
H -0.2670 1.4358 -6.4212 0.024
H 1.3551 -2.0628 -3.4066 0.006
H -0.1546 3.2867 -5.6167 0.025
H -0.7341 5.4017 -4.5476 0.008
H -1.0847 5.4722 -2.0177 0.017
H -0.7798 3.3834 -0.7579 -0.007
C 2.3834 -1.1561 4.9906 0.000
Si 1.9022 -1.1163 3.1605 0.000
C 2.0565 -2.9350 2.6886 0.000
C 3.3137 -0.2485 2.3034 0.000
C 0.2754 -0.3069 3.0582 0.000
C 0.1950 1.0059 2.4921 0.001
C -0.5243 2.0610 3.1554 0.000
C -0.4140 3.3641 2.7541 0.001
C 0.4013 3.6928 1.6639 0.000
C 0.9835 2.6463 0.9871 -0.007
N 0.8471 1.3438 1.3138 -0.001
Si -1.0144 -0.8651 4.1920 0.000
C -1.0783 -2.7419 4.3127 0.000
C -2.7574 -0.3504 3.7016 0.000
C -0.8590 -0.3415 5.9923 0.000
H 3.4368 -1.4553 5.1121 0.000
H 1.7632 -1.8966 5.5289 0.000
H 2.2367 -0.1792 5.4769 0.000
H 2.8260 -3.3969 3.3261 0.000
H 2.3668 -3.0613 1.6386 0.000
H 1.1165 -3.4949 2.8376 0.000
H 4.2053 -0.8919 2.3454 0.000
H 3.5495 0.7162 2.7860 0.000
H 3.0811 -0.0442 1.2499 0.000
H -1.0751 1.8189 4.0605 0.000
H -0.9232 4.1465 3.3068 0.000
H 0.5613 4.7174 1.3515 0.002
H 1.6106 2.8462 0.1185 0.005
H -1.2912 -3.2212 3.3471 0.000
H -1.8629 -3.0387 5.0234 0.000
H -0.1196 -3.1475 4.6807 0.000
H -3.0983 -0.9222 2.8349 0.000
H -2.8312 0.7180 3.4444 0.000
H -3.4466 -0.5458 4.5341 0.000
H 0.1534 -0.5586 6.3621 0.000
H -1.5767 -0.8964 6.6118 0.000
H -1.0391 0.7344 6.1384 0.000
O -1.9294 0.7203 -0.2274 0.001
N -2.8680 1.5619 -0.5132 -0.009
C -3.4032 2.3022 0.4670 0.000
C -4.3956 3.2222 0.1890 -0.006
C -4.8401 3.3845 -1.1026 0.008
C -4.2690 2.6182 -2.0948 -0.004
C -3.2773 1.7082 -1.7825 0.025
H -2.9760 2.1182 1.4451 0.001
H -4.7989 3.8157 1.0015 0.000
H -5.6127 4.1060 -1.3360 0.000
H -4.5698 2.7204 -3.1283 -0.003
H -2.7586 1.0914 -2.5003 -0.004
```

---

[2]
This record from the OMol25 dataset describes C37H46F5LaN12O4S3 as an isolated structure at a distorted geometry. The level of theory is ωB97M-V/def2-TZVPD.

Summary:
- Highest occupied orbital energy: -7.76 eV
- Orbital gap: 8.33 eV
- Max |F|: 1.89 eV/A
- Molar mass: 1052.95 g mol⁻¹
- Energy relative to the best compared isomer or geometry (same formula, charge and spin): 7.9 kcal per mole

Structure (XYZ):
```
108
Properties=species:S:1:pos:R:3:mulliken_charge:R:1
La -0.7231 -0.3785 0.0678 1.954
N 4.0547 0.5807 7.0918 -0.544
C 2.8921 0.5959 6.3322 1.091
C 1.9508 -0.4246 6.4722 -0.953
C 0.7690 -0.3950 5.7620 -0.371
C 0.5071 0.6496 4.8792 -0.447
C 1.4333 1.6819 4.7402 0.135
C 2.6144 1.6552 5.4638 -0.924
S -1.0310 0.7300 4.0490 1.301
O -1.1340 2.1375 3.6536 -0.899
O -2.0221 0.2383 4.9634 -0.779
N -1.0669 -0.1245 2.6734 0.324
C -1.2186 -1.5044 2.7895 -0.048
N -0.7832 -2.1845 3.8635 -0.193
C -1.0052 -3.4886 3.8750 -0.251
C -1.6489 -4.1585 2.8456 -1.136
C -2.0192 -3.3922 1.7774 -0.008
N -1.8108 -2.0664 1.7193 -0.222
H 4.3499 -0.3005 7.4717 0.197
H 4.8042 1.1875 6.8127 0.199
H 2.1448 -1.2396 7.1627 0.297
H 0.0382 -1.1785 5.8865 0.507
H 1.2303 2.5136 4.0774 0.328
H 3.3207 2.4779 5.3820 0.365
H -0.6534 -4.0320 4.7487 0.433
H -1.8281 -5.2238 2.8675 0.452
H -2.5113 -3.8379 0.9243 0.373
C 2.8253 -3.7162 -6.1931 -1.520
C 1.9699 -3.6168 -4.9520 1.162
C 0.5893 -3.4586 -5.0415 -1.129
C -0.1956 -3.3334 -3.9059 -0.500
C 0.4169 -3.3773 -2.6611 0.360
C 1.7914 -3.5377 -2.5392 -0.513
C 2.5537 -3.6553 -3.6883 -0.846
S -0.5389 -3.2685 -1.2023 1.353
O -1.0863 -4.5796 -0.9740 -0.805
O 0.3220 -2.7398 -0.1417 -0.733
N -1.6131 -2.1134 -1.4070 0.869
C -2.9472 -2.3476 -1.8573 -0.304
C -3.4937 -3.5831 -2.2449 -0.892
C -4.8107 -3.6218 -2.6549 -0.634
C -5.5718 -2.4590 -2.6876 -1.122
C -4.9411 -1.2933 -2.3092 -0.146
N -3.6654 -1.2419 -1.9128 0.382
H 2.2213 -3.6462 -7.0984 0.359
H 3.3696 -4.6628 -6.2266 0.353
H 3.5661 -2.9124 -6.2176 0.323
H 0.1220 -3.4115 -6.0196 0.293
H -1.2665 -3.1869 -4.0009 0.320
H 2.2558 -3.5315 -1.5592 0.391
H 3.6321 -3.7553 -3.6023 0.372
H -2.9045 -4.4858 -2.2064 0.577
H -5.2428 -4.5703 -2.9529 0.421
H -6.6058 -2.4576 -3.0037 0.413
H -5.4736 -0.3443 -2.3270 0.365
C 6.2230 2.4352 2.5465 -1.270
C 4.7324 2.5414 2.2773 -0.286
N 4.0929 1.2297 2.1570 -0.040
C 3.1590 0.8770 1.2228 0.318
S 1.9287 -0.1756 1.7417 -0.329
N 3.2378 1.3449 -0.0193 0.411
C 4.4627 1.6708 -0.7607 -0.535
C 4.3661 2.9954 -1.5013 -1.152
H 6.6774 3.4279 2.6095 0.380
H 6.7286 1.8715 1.7579 0.301
H 6.4127 1.9176 3.4931 0.286
H 4.5339 3.1176 1.3835 0.157
H 4.2465 3.0800 3.0946 0.326
H 3.8861 0.7892 3.0413 0.298
H 2.4725 1.0565 -0.6742 -0.100
H 4.6017 0.8664 -1.4871 0.313
H 5.3183 1.6395 -0.0955 0.375
H 3.5427 2.9619 -2.2198 0.232
H 5.2903 3.1999 -2.0496 0.363
H 4.1775 3.8285 -0.8177 0.316
C -3.2243 3.7277 -3.1959 -0.690
C -2.9637 2.2770 -3.5200 -0.677
N -2.5920 1.6016 -2.2907 0.865
C -3.1503 1.8835 -1.0777 -0.555
N -2.7862 1.1663 -0.0476 1.130
C -3.4713 1.4019 1.2309 -0.750
C -4.8576 1.9682 1.0461 -0.953
C -4.7428 3.2225 0.2188 -0.865
N -4.0363 2.9222 -1.0247 0.316
C -4.3314 3.7865 -2.1691 -0.844
H -3.5104 4.2866 -4.0860 0.389
H -2.3129 4.1713 -2.7864 0.292
H -2.1491 2.1621 -4.2321 0.376
H -3.8622 1.8310 -3.9638 0.289
H -2.4024 0.6147 -2.3902 -0.318
H -2.8880 2.0873 1.8497 0.148
H -3.5188 0.4620 1.7767 0.185
H -5.3150 2.1891 2.0126 0.421
H -5.4912 1.2417 0.5260 0.330
H -4.2195 4.0041 0.7787 0.288
H -5.7247 3.6130 -0.0505 0.529
H -4.4589 4.8015 -1.7909 0.472
H -5.2819 3.4913 -2.6255 0.326
N -0.2146 2.6645 1.3743 0.022
C 0.0491 2.1285 0.3899 -0.699
H -0.5677 2.6676 2.3920 0.277
F 1.4700 -0.7052 -1.4130 0.149
C 1.5013 0.5803 -2.0603 -1.014
F 0.1112 0.7416 -2.3068 -0.265
C 2.0736 0.2542 -3.4248 0.893
F 2.3638 1.3883 -4.0876 -0.312
F 3.2081 -0.4474 -3.2756 -0.253
F 1.2733 -0.4713 -4.2414 -0.212
```

---

[3]
This record from the OMol25 dataset describes C37H46N2PSi2Ti as an isolated structure. The level of theory is ωB97M-V/def2-TZVPD.

Summary:
- <S²>: 0.758
- Highest occupied orbital energy (spin up / spin down): -13.76 / -13.86 eV
- Orbital gap (spin up / spin down): 7.68 / 7.91 eV
- Max |F|: 0.56 eV/A
- Molar mass: 653.80 g mol⁻¹
- Net charge: +2
- 2S+1: 2
- Energy relative to the best compared isomer or geometry (same formula, charge and spin): 9.5 kcal per mole

Structure (XYZ):
```
89
Properties=species:S:1:pos:R:3:mulliken_spin:R:1
Ti 0.1726 -0.2543 0.3482 0.908
C 3.8360 1.6368 -0.8629 -0.005
C 3.1602 0.3196 -1.1029 0.036
C 2.5913 -0.3981 -0.0360 0.009
C 2.0618 -1.6804 -0.2279 -0.028
C 2.0343 -2.2394 -1.5088 0.019
C 2.6138 -1.5420 -2.5554 0.002
C 3.1687 -0.2818 -2.3546 0.012
H 3.2924 2.2422 -0.1374 0.002
H 3.9438 2.2044 -1.7853 0.000
H 4.8363 1.4711 -0.4594 0.001
H 2.7014 -0.0026 0.9715 0.007
H 1.7741 -2.2865 0.6240 -0.006
H 1.6401 -3.2357 -1.6602 0.002
H 2.6514 -1.9860 -3.5389 -0.001
H 3.6263 0.2348 -3.1883 -0.002
N -1.9204 0.6385 0.2035 0.006
C -2.6540 0.1509 -0.9487 0.016
C -3.9304 -0.3657 -0.8215 -0.006
C -4.6047 -0.7729 -1.9654 0.002
C -4.0108 -0.6364 -3.2137 0.000
C -2.7322 -0.1123 -3.3269 0.003
C -2.0284 0.2661 -2.1872 -0.039
P -0.3433 0.9260 -2.1410 0.047
C 0.3152 0.6790 -3.8086 0.002
C 0.8635 1.7368 -4.5284 -0.001
C 1.3756 1.5215 -5.8006 0.001
C 1.3254 0.2583 -6.3685 -0.001
C 0.7656 -0.7981 -5.6592 0.001
C 0.2740 -0.5908 -4.3831 0.008
C -0.5494 2.7148 -1.9311 -0.025
C 0.5821 3.4902 -1.6675 0.002
C 0.4734 4.8628 -1.5257 0.001
C -0.7722 5.4718 -1.6240 0.000
C -1.9005 4.7089 -1.8783 0.000
C -1.7923 3.3347 -2.0439 0.000
H -2.4364 0.4310 1.0566 0.012
H -1.8742 1.6595 0.1566 -0.001
H -4.4024 -0.4343 0.1509 0.000
H -5.6039 -1.1754 -1.8831 0.000
H -4.5484 -0.9342 -4.1019 0.000
H -2.2810 -0.0034 -4.3043 0.000
H 0.8865 2.7370 -4.1173 0.000
H 1.7976 2.3487 -6.3529 0.000
H 1.7106 0.0952 -7.3645 0.000
H 0.7097 -1.7821 -6.1044 0.000
H -0.1510 -1.4286 -3.8389 0.001
H 1.5567 3.0221 -1.5844 -0.001
H 1.3567 5.4562 -1.3369 0.000
H -0.8605 6.5424 -1.5110 0.000
H -2.8677 5.1837 -1.9656 0.000
H -2.6771 2.7549 -2.2759 0.000
C 1.7139 -2.9542 3.0064 0.002
Si 1.5424 -1.1508 3.5322 0.013
C 0.9919 -1.2106 5.3180 -0.003
C 3.1921 -0.2601 3.4201 0.000
C 0.1937 -0.2443 2.4714 0.043
C -0.9221 -1.2211 2.3437 -0.044
C -1.9285 -1.5710 3.2453 -0.019
C -2.8058 -2.5905 2.9222 0.014
C -2.7177 -3.2335 1.6887 -0.002
C -1.7546 -2.8049 0.8018 0.032
N -0.8897 -1.8395 1.1332 -0.010
Si -0.0755 1.5652 2.9777 -0.007
C 0.6242 2.1130 4.6138 -0.001
C -1.9011 2.0384 2.9906 0.002
C 0.8545 2.4689 1.6130 -0.017
H 2.7038 -3.1595 2.5977 0.000
H 0.9740 -3.3148 2.2913 0.000
H 1.6032 -3.5817 3.8903 0.000
H 1.6724 -1.8917 5.8334 0.000
H -0.0087 -1.6249 5.4399 0.000
H 1.0371 -0.2572 5.8362 0.000
H 3.7187 -0.3843 4.3667 0.000
H 3.1035 0.8129 3.2518 0.000
H 3.8444 -0.6703 2.6495 0.000
H -1.9827 -1.0758 4.2040 -0.001
H -3.5564 -2.8941 3.6400 0.000
H -3.3848 -4.0392 1.4244 0.000
H -1.6537 -3.2286 -0.1907 -0.001
H 0.0639 1.7123 5.4566 0.000
H 0.5248 3.2002 4.6527 0.000
H 1.6764 1.8778 4.7570 0.000
H -2.5964 1.2052 3.1062 -0.001
H -2.1997 2.6190 2.1154 -0.001
H -2.0740 2.6873 3.8498 0.000
H 1.9307 2.4377 1.7890 0.002
H 0.5582 3.5104 1.4815 0.001
H 0.6991 2.0303 0.6074 0.015
```